[1]
Here is a structure of composition C44H38N4O2P2S2SnTe from the OMol25 dataset. Energies are from ωB97M-V with the def2-TZVPD basis set.

Each line ends with the Mulliken charge.
Atoms and positions in Å:
Sn (-0.8593, 1.9581, -0.5651)  1.905
Te (1.7266, -2.5249, -0.5298)  0.219
C (0.6811, -4.3783, -0.4077)  0.278
C (0.5484, -5.0421, 0.8063)  -0.324
C (-0.2016, -6.2090, 0.8601)  -0.362
N (-0.8081, -6.7451, -0.1963)  -0.639
C (-0.6661, -6.1141, -1.3594)  -0.433
C (0.0619, -4.9423, -1.5162)  -0.280
C (0.0548, -1.3224, -0.2783)  -0.453
P (-0.5062, -0.5546, 1.2217)  0.505
C (0.5256, -1.1044, 2.6343)  0.764
C (-0.0360, -1.6138, 3.8067)  -0.932
C (0.7678, -1.9552, 4.8861)  -0.702
C (2.1424, -1.7926, 4.8149)  -0.721
C (2.7117, -1.2803, 3.6577)  -0.898
C (1.9125, -0.9377, 2.5796)  -0.452
C (-2.1309, -1.2889, 1.6587)  0.970
C (-2.3161, -2.6701, 1.6810)  0.135
C (-3.5494, -3.2128, 1.9972)  -0.648
C (-4.6208, -2.3778, 2.2932)  -0.693
C (-4.4483, -1.0031, 2.2788)  -0.585
C (-3.2059, -0.4635, 1.9664)  -0.926
P (-0.6569, -0.4919, -1.5945)  1.030
C (0.1892, -0.5944, -3.2047)  0.337
C (1.3891, 0.0754, -3.4332)  -0.303
C (2.0338, -0.0355, -4.6540)  -0.831
C (1.4935, -0.8259, -5.6577)  -0.570
C (0.3033, -1.5028, -5.4378)  -0.770
C (-0.3505, -1.3870, -4.2204)  -0.624
C (-2.3338, -1.0532, -2.0105)  -0.151
C (-2.7194, -2.3051, -1.5366)  0.234
C (-3.9498, -2.8345, -1.8950)  -0.776
C (-4.8018, -2.1135, -2.7192)  -0.742
C (-4.4140, -0.8718, -3.2063)  -1.069
C (-3.1775, -0.3493, -2.8642)  -0.181
H (1.0142, -4.6538, 1.7054)  0.423
H (-0.3222, -6.7365, 1.8002)  0.390
H (-1.1622, -6.5660, -2.2114)  0.395
H (0.1265, -4.4694, -2.4884)  0.411
H (-1.1055, -1.7480, 3.8838)  0.374
H (0.3136, -2.3528, 5.7844)  0.432
H (2.7670, -2.0635, 5.6567)  0.399
H (3.7838, -1.1447, 3.5914)  0.497
H (2.3683, -0.5361, 1.6841)  0.326
H (-1.4826, -3.3187, 1.4396)  0.340
H (-3.6790, -4.2878, 2.0062)  0.481
H (-5.5878, -2.8003, 2.5322)  0.367
H (-5.2797, -0.3486, 2.5046)  0.422
H (-3.0778, 0.6107, 1.9568)  0.192
H (1.8291, 0.6744, -2.6523)  0.535
H (2.9636, 0.4944, -4.8127)  0.486
H (2.0005, -0.9168, -6.6097)  0.392
H (-0.1212, -2.1243, -6.2154)  0.440
H (-1.2778, -1.9186, -4.0627)  0.401
H (-2.0470, -2.8583, -0.8947)  0.301
H (-4.2409, -3.8102, -1.5272)  0.509
H (-5.7679, -2.5217, -2.9866)  0.402
H (-5.0684, -0.2994, -3.8488)  0.485
H (-2.8693, 0.5984, -3.2878)  0.954
C (4.3954, 3.8029, 5.0342)  -1.568
C (3.9860, 3.3135, 3.6729)  1.085
C (4.8553, 3.4359, 2.5907)  -0.815
C (4.4940, 2.9938, 1.3287)  -0.501
C (3.2438, 2.4206, 1.1493)  0.058
C (2.3632, 2.2839, 2.2116)  -0.670
C (2.7377, 2.7316, 3.4659)  -1.286
S (2.7805, 1.8173, -0.4400)  1.279
O (2.3982, 0.4318, -0.3385)  -0.520
O (3.8063, 2.2112, -1.3683)  -0.818
N (1.3607, 2.4883, -0.8140)  0.305
C (1.1495, 3.6359, -1.5300)  0.512
C (2.0342, 4.6322, -1.9505)  -0.838
C (1.5048, 5.6896, -2.6606)  -0.425
C (0.1401, 5.7607, -2.9461)  -0.863
C (-0.6705, 4.7386, -2.5059)  -0.341
N (-0.1641, 3.7085, -1.8290)  -0.079
H (4.5499, 4.8829, 5.0270)  0.348
H (5.3325, 3.3410, 5.3472)  0.361
H (3.6376, 3.5744, 5.7814)  0.350
H (5.8315, 3.8815, 2.7385)  0.407
H (5.1654, 3.0853, 0.4865)  0.574
H (1.4002, 1.8117, 2.0615)  0.495
H (2.0548, 2.6160, 4.2986)  0.392
H (3.0874, 4.5535, -1.7306)  0.525
H (2.1638, 6.4778, -3.0016)  0.420
H (-0.2769, 6.5874, -3.5010)  0.426
H (-1.7365, 4.7069, -2.6871)  0.417
S (-5.1380, 2.7630, -2.8109)  -0.411
C (-3.7748, 2.6504, -1.9842)  0.615
N (-2.7719, 2.5688, -1.3715)  -0.914
C (-1.1568, 3.1877, 1.1542)  -1.216
H (-1.4114, 4.1930, 0.8210)  0.432
H (-0.2573, 3.2047, 1.7649)  0.149
H (-1.9816, 2.7804, 1.7326)  0.448

- LUMO energy: -0.242 eV
- E_HOMO: -7.43 eV
- HOMO-LUMO gap: 7.19 eV
- Total charge: 0
- Energy relative to the best compared isomer or geometry (same formula, charge and spin): 7.94 kcal per mole

=====

[2]
Here is a structure of composition C44H38N4O3P2Ti from the OMol25 dataset. Energies are from ωB97M-V with the def2-TZVPD basis set.

Each line ends with the Mulliken charge.
Atoms and positions in Å:
Ti (0.5361, 1.1623, 1.7926)  -0.229
O (-2.3082, -2.6536, 6.8728)  -0.726
C (-2.9454, -1.8218, 6.2080)  0.425
O (-4.0959, -1.3652, 6.3124)  -0.733
C (-2.1500, -1.2367, 5.0097)  -1.029
C (-2.7298, -0.3045, 4.1624)  -1.054
C (-1.9938, 0.1945, 3.1034)  0.672
N (-0.7258, -0.1850, 2.8729)  0.690
C (-0.1369, -1.0392, 3.7284)  0.426
C (-0.8262, -1.5907, 4.7957)  -0.783
C (1.3150, -1.2193, 3.5267)  0.558
C (2.0695, -2.1416, 4.2438)  -0.925
C (3.4374, -2.1866, 4.0510)  -0.717
C (4.0282, -1.3122, 3.1495)  -0.905
C (3.2184, -0.4295, 2.4659)  -0.218
N (1.8937, -0.3794, 2.6462)  0.737
C (-2.4822, 1.2886, 2.2433)  0.584
C (-3.8170, 1.6788, 2.1927)  -1.048
C (-4.1691, 2.7701, 1.4225)  -0.694
C (-3.1876, 3.4524, 0.7160)  -0.974
C (-1.8887, 2.9953, 0.7910)  -0.463
N (-1.5414, 1.9335, 1.5273)  0.880
H (-3.7365, 0.0144, 4.3981)  0.619
H (-0.3845, -2.2741, 5.5080)  0.622
H (1.5876, -2.8110, 4.9406)  0.524
H (4.0393, -2.8980, 4.6012)  0.438
H (5.0944, -1.3148, 2.9718)  0.486
H (3.6252, 0.2631, 1.7380)  0.401
H (-4.5612, 1.1329, 2.7540)  0.505
H (-5.2017, 3.0908, 1.3760)  0.439
H (-3.4230, 4.3152, 0.1087)  0.509
H (-1.0834, 3.4705, 0.2440)  0.491
N (0.5978, 4.1616, 4.7980)  -0.440
C (0.8322, 3.4022, 3.7160)  0.765
O (0.6256, 2.1824, 3.7582)  -0.564
C (1.3193, 4.0849, 2.4601)  -0.945
C (1.7082, 3.0745, 1.3782)  -0.862
H (0.2263, 3.7301, 5.6282)  0.264
H (0.7486, 5.1536, 4.7780)  0.198
H (2.1076, 4.7907, 2.7550)  0.497
H (0.4874, 4.7152, 2.1228)  0.273
H (2.7737, 2.8254, 1.4849)  0.484
H (1.6225, 3.5503, 0.3954)  0.303
C (-0.3693, -1.4102, -0.9794)  -2.374
P (0.6322, 0.1129, -0.6260)  1.329
C (-0.0099, 1.2876, -1.8761)  2.498
C (0.7405, 2.1155, -2.7057)  -0.712
C (0.1250, 3.0588, -3.5199)  -0.755
C (-1.2527, 3.1981, -3.5243)  -0.807
C (-2.0152, 2.3857, -2.6966)  -0.761
C (-1.3993, 1.4512, -1.8809)  -1.191
C (2.3562, -0.4334, -0.9143)  1.970
C (3.4218, 0.3211, -1.4010)  -0.856
C (4.7145, -0.1873, -1.4003)  -0.915
C (4.9763, -1.4517, -0.8968)  -0.787
C (3.9344, -2.1988, -0.3681)  -0.800
C (2.6463, -1.6897, -0.3685)  -0.690
P (0.1896, -2.5699, -2.3317)  -0.240
C (0.3506, -1.4212, -3.7519)  0.024
C (1.6315, -1.1652, -4.2334)  -0.260
C (1.8273, -0.2809, -5.2877)  -0.698
C (0.7390, 0.3468, -5.8732)  -0.483
C (-0.5464, 0.0887, -5.4083)  -0.675
C (-0.7381, -0.7910, -4.3557)  0.017
C (-1.4017, -3.3784, -2.7429)  0.624
C (-2.4696, -3.4999, -1.8577)  -0.324
C (-3.6140, -4.2031, -2.2193)  -0.707
C (-3.7070, -4.7903, -3.4698)  -0.457
C (-2.6435, -4.6829, -4.3586)  -0.628
C (-1.4997, -3.9929, -3.9940)  -0.432
H (-1.3802, -1.0521, -1.1767)  0.945
H (-0.4311, -1.9717, -0.0448)  1.086
H (1.8111, 2.0462, -2.7447)  0.010
H (0.7379, 3.6797, -4.1614)  0.421
H (-1.7285, 3.9297, -4.1652)  0.427
H (-3.0940, 2.4807, -2.6757)  0.519
H (-2.0245, 0.8549, -1.2266)  0.074
H (3.2801, 1.3200, -1.7712)  0.327
H (5.5203, 0.4197, -1.7930)  0.438
H (5.9848, -1.8445, -0.9015)  0.424
H (4.1187, -3.1809, 0.0479)  0.470
H (1.8567, -2.2838, 0.0726)  0.318
H (2.4798, -1.6668, -3.7806)  0.413
H (2.8284, -0.0921, -5.6554)  0.459
H (0.8874, 1.0352, -6.6960)  0.427
H (-1.3970, 0.5778, -5.8661)  0.437
H (-1.7419, -0.9988, -4.0011)  0.414
H (-2.4232, -3.0583, -0.8714)  0.448
H (-4.4322, -4.2892, -1.5152)  0.393
H (-4.5985, -5.3358, -3.7504)  0.375
H (-2.7046, -5.1417, -5.3373)  0.389
H (-0.6742, -3.9185, -4.6934)  0.394

- 2S+1: 3
- LUMO energy (alpha / beta): -0.296 / -0.511 eV
- E_HOMO (alpha / beta): -6.00 / -7.57 eV
- HOMO-LUMO gap (alpha / beta): 5.71 / 7.06 eV
- Total charge: 0
- Energy relative to the best compared isomer or geometry (same formula, charge and spin): 0.00 kcal per mole

=====

[3]
Here is a structure of composition C44H38N7O4PtS4 from the OMol25 dataset. Energies are from ωB97M-V with the def2-TZVPD basis set.

Each line ends with the Mulliken charge.
Atoms and positions in Å:
Pt (0.0183, 0.3322, -0.5526)  2.381
N (-0.5245, 0.1431, 1.5071)  -1.155
S (-0.4672, -0.3376, 2.8654)  2.248
N (-1.4604, -1.6102, 3.2777)  -0.384
S (-1.3720, -2.9658, 2.5432)  1.339
N (-0.9646, -3.0845, 1.0619)  0.197
S (-1.6634, -2.5505, -0.3230)  1.343
N (-0.8667, -1.6189, -1.1224)  -1.453
C (-3.3402, -2.1271, 0.1484)  0.637
C (-4.3942, -3.0220, -0.0012)  -0.252
C (-5.6720, -2.6264, 0.3603)  -0.926
C (-5.8942, -1.3511, 0.8617)  -0.779
C (-4.8349, -0.4686, 1.0098)  -0.982
C (-3.5511, -0.8494, 0.6509)  0.329
C (-1.8809, -4.0773, -1.2066)  -0.309
C (-2.4507, -3.9722, -2.4716)  -0.053
C (-2.6143, -5.1133, -3.2357)  -0.832
C (-2.1933, -6.3446, -2.7468)  -0.541
C (-1.6099, -6.4344, -1.4939)  -0.967
C (-1.4540, -5.2965, -0.7124)  0.087
C (-0.1823, -4.0380, 3.3085)  0.475
C (-0.4321, -4.4300, 4.6179)  -0.909
C (0.5195, -5.1866, 5.2777)  -0.789
C (1.7036, -5.5280, 4.6334)  -0.650
C (1.9384, -5.1193, 3.3302)  -0.887
C (0.9893, -4.3685, 2.6492)  -0.111
C (-2.9330, -3.7176, 2.9253)  0.362
C (-3.0890, -5.0597, 2.5975)  -0.734
C (-4.2954, -5.6777, 2.8714)  -0.862
C (-5.3231, -4.9560, 3.4684)  -0.587
C (-5.1481, -3.6206, 3.7917)  -0.810
C (-3.9423, -2.9855, 3.5248)  -0.256
C (1.1140, -0.8502, 3.5157)  0.867
C (1.2508, -1.5641, 4.7033)  -0.715
C (2.5166, -1.9215, 5.1279)  -1.065
C (3.6318, -1.5820, 4.3669)  -0.798
C (3.4839, -0.8855, 3.1811)  -0.680
C (2.2160, -0.5073, 2.7538)  -0.011
C (-1.1060, 0.8501, 4.0419)  0.286
C (-1.5929, 2.0117, 3.4663)  -0.468
C (-2.1061, 3.0103, 4.2833)  -0.793
C (-2.1283, 2.8382, 5.6569)  -0.592
C (-1.6378, 1.6663, 6.2221)  -0.865
C (-1.1231, 0.6646, 5.4182)  -0.267
H (-4.2333, -4.0195, -0.3857)  0.450
H (-6.4957, -3.3176, 0.2439)  0.471
H (-6.8947, -1.0454, 1.1362)  0.441
H (-5.0031, 0.5277, 1.3960)  0.537
H (-2.7208, -0.1686, 0.7696)  -0.075
H (-2.7706, -3.0078, -2.8438)  0.418
H (-3.0658, -5.0454, -4.2157)  0.423
H (-2.3120, -7.2323, -3.3523)  0.415
H (-1.2638, -7.3895, -1.1242)  0.466
H (-0.9713, -5.3527, 0.2520)  0.308
H (-1.3535, -4.1520, 5.1142)  0.525
H (0.3400, -5.5104, 6.2934)  0.455
H (2.4457, -6.1179, 5.1540)  0.452
H (2.8647, -5.3791, 2.8372)  0.499
H (1.1672, -4.0242, 1.6407)  0.528
H (-2.2808, -5.6180, 2.1453)  0.397
H (-4.4323, -6.7223, 2.6293)  0.487
H (-6.2632, -5.4434, 3.6878)  0.429
H (-5.9493, -3.0638, 4.2576)  0.493
H (-3.7843, -1.9452, 3.7678)  0.599
H (0.3849, -1.8623, 5.2736)  0.294
H (2.6355, -2.4778, 6.0481)  0.484
H (4.6186, -1.8734, 4.7009)  0.426
H (4.3421, -0.6388, 2.5710)  0.551
H (2.0863, -0.0060, 1.8093)  -0.091
H (-1.5439, 2.1383, 2.3959)  0.284
H (-2.4742, 3.9241, 3.8377)  0.483
H (-2.5212, 3.6191, 6.2936)  0.417
H (-1.6506, 1.5341, 7.2956)  0.446
H (-0.7408, -0.2371, 5.8708)  0.329
O (4.1111, 0.0866, -0.6668)  -0.702
C (2.9277, 0.3529, -0.6713)  0.251
O (1.9696, -0.4652, -0.3457)  -0.865
C (2.4420, 1.7231, -1.1132)  0.849
C (2.9090, 2.2821, -2.2960)  -0.951
C (2.3685, 3.4655, -2.7780)  -0.591
C (1.3636, 4.1230, -2.0766)  -0.779
C (0.9372, 3.5739, -0.8852)  -0.590
C (1.4349, 2.3744, -0.3821)  0.053
N (-0.1143, 4.2698, -0.1248)  1.093
O (-0.5082, 3.7308, 0.8944)  -0.568
O (-0.5149, 5.3317, -0.5462)  -0.634
H (3.6952, 1.7698, -2.8336)  0.526
H (2.7303, 3.8870, -3.7056)  0.428
H (0.9335, 5.0483, -2.4282)  0.560
H (1.2159, 2.1033, 0.6480)  0.914
N (-2.3026, 1.8928, -4.0426)  -0.418
C (-1.7855, 1.0736, -3.1195)  0.781
N (-1.2534, -0.0803, -3.5077)  -0.197
S (-1.8547, 1.5540, -1.4850)  -0.538
H (-2.2887, 1.6647, -5.0222)  0.199
H (-2.5869, 2.8166, -3.7676)  0.228
H (-1.2434, -0.3434, -4.4798)  0.239
H (-1.0637, -0.7918, -2.7917)  0.298

- 2S+1: 3
- LUMO energy (alpha / beta): -2.261 / -2.983 eV
- E_HOMO (alpha / beta): -9.17 / -10.45 eV
- HOMO-LUMO gap (alpha / beta): 6.91 / 7.47 eV
- Total charge: +1
- Energy relative to the best compared isomer or geometry (same formula, charge and spin): 4.29 kcal per mole